1.
# C19H16ClN3O3

The molecule C19H16ClN3O3 (wB97M-V/def2-TZVPD, the OMol25 dataset).

## Properties
Frontier orbital gap = 8.8 eV
Relative energy (zero: lowest compared OMol25 entry of this formula, charge and spin) = 0.000 eV
Strongest force on any atom = 2.92 eV Å⁻¹
SMILES string = CC1(C)Oc2ccc(C#N)cc2[C@@H](Nc2nc3cc(Cl)ccc3o2)[C@@H]1O
Spin multiplicity = 1
Calculated total energy = -1583.8176 Ha

Each line ends with the natural charge from an NBO analysis.
Cartesian coordinates (Å):
Cl 6.524 0.479 3.624  0.00
O -2.791 0.593 -2.175  -0.50
O 1.986 -2.301 1.188  -0.43
O 0.894 0.416 -2.641  -0.73
N 0.322 -1.188 -0.195  -0.63
N -3.563 -0.124 4.529  -0.31
N 2.124 -0.063 0.928  -0.54
C -0.400 0.034 -0.642  -0.08
C -0.444 0.043 -2.188  0.09
C -1.923 -0.009 1.391  -0.09
C 1.481 -1.163 0.599  0.68
C -1.709 0.863 -4.221  -0.62
C -3.424 -0.029 3.367  0.28
C -3.200 0.102 1.943  -0.21
C 4.080 -2.563 2.519  -0.23
C 3.128 -1.879 1.823  0.22
C 3.204 -0.512 1.643  0.10
C -4.317 0.226 1.107  -0.14
C 5.174 -1.855 3.051  -0.24
C -1.521 1.035 -2.707  0.26
C 5.191 -0.445 2.961  -0.03
C -2.876 0.381 -0.819  0.32
C -4.130 0.376 -0.259  -0.23
C -1.185 2.509 -2.361  -0.65
C -1.789 0.098 0.007  -0.12
C 4.233 0.244 2.246  -0.23
H -0.167 -2.063 -0.113  0.41
H 5.960 -2.316 3.597  0.23
H 3.980 -3.630 2.647  0.23
H -2.073 -0.190 -4.385  0.22
H -1.165 2.663 -1.273  0.21
H -1.959 3.142 -2.767  0.22
H -4.964 0.488 -0.909  0.23
H 1.600 -0.123 -2.270  0.49
H -0.781 -0.959 -2.535  0.18
H -1.060 -0.232 1.983  0.23
H -0.231 2.818 -2.786  0.24
H -5.306 0.200 1.522  0.23
H 0.150 0.939 -0.327  0.26
H 4.216 1.331 2.167  0.24
H -2.496 1.560 -4.542  0.22
H -0.774 1.105 -4.729  0.23

2.
# C6H9Cl2GaInO6P

A structure of composition C6H9Cl2GaInO6P (wB97M-V/def2-TZVPD, the OMol25 dataset).

## Properties
Frontier orbital gap (alpha / beta) = 6.3 / 5.9 eV
Relative energy (zero: lowest compared OMol25 entry of this formula, charge and spin) = 1.142 eV
Strongest force on any atom = 8.95 eV Å⁻¹
Spin multiplicity = 1
Net charge = +4
Calculated total energy = -4060.2425 Ha

Each line ends with the natural charge from an NBO analysis.
Cartesian coordinates (Å):
In 1.691 0.244 -0.700  1.38
Ga -1.245 0.047 -5.230  1.41
Cl -3.158 0.007 -4.264  -0.18
Cl 0.047 1.787 -1.465  -0.49
P -0.901 -1.226 1.305  2.05
O 0.908 -1.978 -4.110  -0.16
O -0.262 2.811 -6.448  -0.09
O 0.599 -1.769 0.839  -0.78
O -0.455 0.340 0.853  -0.79
O 1.181 3.912 -0.111  -0.37
O -0.737 -1.226 2.942  -0.71
C -0.523 1.783 -5.943  0.49
C 0.176 -0.349 3.630  -0.27
C -1.287 1.440 1.171  -0.29
C 1.655 2.883 0.067  0.45
C 0.093 -1.221 -4.478  0.52
C 1.248 -2.837 1.567  -0.30
H 1.177 -0.304 3.186  0.19
H -1.442 1.992 0.247  0.22
H 1.669 -3.489 0.788  0.24
H 0.255 -0.781 4.627  0.29
H -0.271 0.640 3.692  0.22
H 2.054 -2.448 2.218  0.25
H -0.766 2.082 1.881  0.24
H 0.540 -3.423 2.189  0.26
H -2.247 1.083 1.548  0.23

3.
# C3H12NO3S

A cluster of 3 separate species, C3H12NO3S in total (wB97M-V/def2-TZVPD, the OMol25 dataset).

## Properties
Frontier orbital gap = 7.9 eV
Relative energy (zero: lowest compared OMol25 entry of this formula, charge and spin) = 0.659 eV
Strongest force on any atom = 3.80 eV Å⁻¹
Spin multiplicity = 1
Net charge = -1
Calculated total energy = -800.1757 Ha

Each line ends with the natural charge from an NBO analysis.
Cartesian coordinates (Å):
S -2.562 0.334 -2.397  -0.13
O 0.594 0.451 1.783  -0.85
O 3.455 -0.891 -0.500  -0.99
O 1.381 -1.695 0.836  -1.22
N -1.435 -0.882 0.157  -0.87
C -1.387 1.153 -1.358  -0.56
C -0.164 1.139 0.814  -0.06
C -0.595 0.174 -0.373  -0.08
H -0.771 -1.532 0.591  0.42
H -1.958 -0.521 0.943  0.34
H -1.048 1.495 1.287  0.14
H -1.870 1.961 -0.829  0.19
H 0.334 -0.311 -0.751  0.23
H -2.863 -0.660 -1.421  0.18
H 3.704 -0.110 0.016  0.45
H 0.550 1.920 0.418  0.14
H 0.981 -0.537 1.535  0.50
H 2.461 -0.900 -0.316  0.51
H -0.589 1.599 -1.998  0.22
H 1.781 -2.190 1.561  0.44

4.
# C2H3Cl2N

A cluster of 2 separate species, C2H3Cl2N in total (wB97M-V/def2-TZVPD, the OMol25 dataset).

## Properties
Frontier orbital gap = 8.3 eV
Relative energy (zero: lowest compared OMol25 entry of this formula, charge and spin) = 4.012 eV
Strongest force on any atom = 2.41 eV Å⁻¹
Spin multiplicity = 1
Calculated total energy = -1052.9756 Ha

Each line ends with the natural charge from an NBO analysis.
Cartesian coordinates (Å):
Cl 1.185 -0.197 0.857  -0.05
Cl 1.331 3.665 0.243  -0.01
N 0.814 -2.515 -0.104  -0.59
C 1.297 2.077 -0.471  -0.14
C 0.165 -1.530 0.272  0.12
H 2.339 1.940 -0.610  0.08
H 1.804 -2.505 0.090  0.37
H -0.943 -1.335 0.238  0.22